[1]
{
  "formula": "C23H19IrN2O7",
  "method": "the ωB97M-V functional and the def2-TZVPD basis",
  "e_homo_ev": [-9.2, -9.2],
  "e_tot_ev": -44308.125,
  "gap_ev": [5.80, 5.94],
  "charge": 0,
  "e_above_lowest_kj_mol": 294.30,
  "fmax_ev_per_a": 5.64,
  "symbols": ["Ir", "O", "C", "O", "C", "C", "C", "C", "C", "O", "C", "C", "O", "O", "H", "H", "H", "H", "H", "H", "H", "H", "O", "C", "N", "C", "C", "O", "N", "C", "C", "C", "C", "C", "C", "C", "C", "C", "C", "C", "C", "H", "H", "H", "H", "H", "H", "H", "H", "H", "H", "H"],
  "coordinates": [[-1.09889, 1.24629, -1.19039], [-3.62332, 0.34691, 1.89889], [-3.33464, 0.79213, 0.81928], [-2.74981, 0.26389, -0.15668], [-3.87207, 2.28617, 0.52011], [-4.11310, 2.49525, -0.98280], [-4.99759, 3.74713, -1.13878], [-3.98541, 4.86514, -0.82986], [-2.70892, 4.04502, -0.55847], [-2.83841, 2.93924, -1.45688], [-2.86421, 3.38855, 0.82185], [-1.44265, 2.85677, 1.37086], [-1.31923, 2.85178, 2.56766], [-0.61691, 2.58863, 0.46408], [-4.76960, 2.36306, 1.13133], [-4.43941, 1.61420, -1.53349], [-5.38479, 3.82359, -2.15388], [-5.83774, 3.73673, -0.44665], [-3.84549, 5.52785, -1.68271], [-4.27210, 5.46461, 0.03246], [-1.76840, 4.56761, -0.72643], [-3.20706, 4.06453, 1.60340], [1.18997, -0.12370, -3.54937], [1.25774, -0.53795, -2.41703], [2.11257, -1.48240, -1.93624], [1.97496, -1.67336, -0.51043], [0.78603, -0.71808, -0.21849], [0.26452, -0.55302, 0.85524], [0.43512, -0.12349, -1.38071], [3.25184, -1.26577, 0.20777], [3.35433, -0.11797, 0.98273], [4.57813, 0.24415, 1.52526], [5.70199, -0.52933, 1.29495], [5.59728, -1.69178, 0.54969], [4.37774, -2.06070, 0.01322], [1.49718, -3.05319, -0.11732], [1.38502, -3.35907, 1.23747], [0.94669, -4.60846, 1.63135], [0.60966, -5.55958, 0.67972], [0.71503, -5.25782, -0.66820], [1.14575, -4.00647, -1.06856], [2.93700, -1.74713, -2.44888], [2.48498, 0.49028, 1.17795], [4.64564, 1.13545, 2.13182], [6.65486, -0.23213, 1.70446], [6.46299, -2.31734, 0.38998], [4.29133, -2.97364, -0.55838], [1.62672, -2.61334, 1.97840], [0.86560, -4.84002, 2.68277], [0.25448, -6.52945, 0.99085], [0.46398, -5.99906, -1.41344], [1.22062, -3.77069, -2.11946]],
  "nbo_charge": [1.49, -0.55, 0.79, -0.66, -0.37, 0.09, -0.43, -0.43, 0.07, -0.54, -0.36, 0.79, -0.55, -0.67, 0.25, 0.23, 0.22, 0.22, 0.22, 0.22, 0.23, 0.25, -0.62, 0.77, -0.62, -0.06, 0.69, -0.54, -0.71, 0.06, -0.23, -0.20, -0.20, -0.21, -0.23, -0.05, -0.13, -0.22, -0.21, -0.21, -0.21, 0.43, 0.23, 0.22, 0.21, 0.22, 0.21, 0.22, 0.22, 0.21, 0.21, 0.22]
}



[2]
{
  "formula": "C23H19N2O6PPdS2",
  "method": "the ωB97M-V functional and the def2-TZVPD basis",
  "e_homo_ev": [-14.9, -14.8],
  "e_tot_ev": -73843.851,
  "spin_multiplicity": 5,
  "s_squared": 6.04,
  "gap_ev": [8.06, 3.93],
  "charge": 2,
  "e_above_lowest_kj_mol": 0.00,
  "fmax_ev_per_a": 3.23,
  "symbols": ["Pd", "N", "P", "C", "C", "C", "C", "C", "C", "C", "C", "C", "C", "C", "C", "C", "C", "C", "C", "C", "N", "H", "H", "H", "H", "H", "H", "H", "H", "H", "H", "H", "H", "H", "H", "H", "O", "S", "O", "O", "C", "C", "C", "C", "C", "C", "S", "O", "O", "O", "H", "H", "H", "H"],
  "coordinates": [[-1.10934, -0.07995, -0.37189], [1.33976, 1.92155, 0.10801], [1.34676, 0.32325, -0.47649], [1.67386, 0.54795, -2.27079], [0.63296, 0.29845, -3.16309], [0.85066, 0.45075, -4.52299], [2.09976, 0.85075, -4.98049], [3.12876, 1.10585, -4.08799], [2.92186, 0.96095, -2.72539], [2.80396, -0.39005, 0.29151], [3.25736, 0.03515, 1.54341], [4.40366, -0.52695, 2.07681], [5.06556, -1.54305, 1.39821], [4.57406, -2.01645, 0.18631], [3.43786, -1.45115, -0.36429], [0.21956, 2.71355, 0.04531], [0.17756, 3.99815, 0.60641], [-0.99204, 4.72805, 0.51871], [-2.08054, 4.19245, -0.16659], [-1.96134, 2.92235, -0.70479], [-0.84574, 2.19955, -0.58999], [2.14296, 2.30105, 0.60261], [-0.34354, -0.04335, -2.77919], [0.05606, 0.25225, -5.22649], [2.27016, 0.96345, -6.04139], [4.09866, 1.41815, -4.44649], [3.72706, 1.15195, -2.03129], [2.71696, 0.78625, 2.10031], [4.78266, -0.18115, 3.02681], [5.96086, -1.97365, 1.82071], [5.08316, -2.81975, -0.32389], [3.04666, -1.81115, -1.30649], [1.04746, 4.40195, 1.10241], [-1.06124, 5.70275, 0.98091], [-2.99914, 4.74645, -0.27269], [-2.77094, 2.46785, -1.26379], [-4.69474, 0.77535, 1.19501], [-3.52414, 0.04185, 0.86581], [-2.26534, 0.65635, 1.36801], [-3.32204, -0.20405, -0.57759], [-3.66064, -1.58505, 1.69241], [-4.88754, -1.77695, 2.31551], [-5.13064, -2.97185, 2.97771], [-4.15734, -3.94965, 3.03691], [-2.92604, -3.74725, 2.42871], [-2.69744, -2.56045, 1.74511], [-1.08034, -2.50905, 0.89501], [-0.41664, -3.73135, 1.17871], [-0.35794, -1.30425, 1.38051], [-1.39354, -2.26355, -0.52659], [-5.61454, -0.98235, 2.27701], [-6.09564, -3.12285, 3.44411], [-4.33934, -4.88775, 3.54601], [-2.13894, -4.48135, 2.46571]],
  "nbo_charge": [1.17, -0.69, 1.20, -0.42, -0.18, -0.18, -0.14, -0.20, -0.12, -0.45, -0.19, -0.19, -0.13, -0.20, -0.11, 0.41, -0.12, -0.15, -0.09, 0.15, -0.50, 0.45, 0.20, 0.25, 0.25, 0.25, 0.22, 0.21, 0.25, 0.25, 0.25, 0.23, 0.26, 0.27, 0.27, 0.26, -0.87, 2.36, -0.87, -0.93, -0.36, -0.16, -0.16, -0.17, -0.18, -0.25, 2.35, -0.84, -0.81, -0.87, 0.26, 0.25, 0.25, 0.26]
}



[3]
{
  "formula": "C23H20BF4FeN8OS2",
  "method": "the ωB97M-V functional and the def2-TZVPD basis",
  "e_homo_ev": [-5.0, -5.1],
  "e_tot_ev": -105755.393,
  "spin_multiplicity": 5,
  "s_squared": 6.01,
  "gap_ev": [6.72, 6.83],
  "charge": -1,
  "e_above_lowest_kj_mol": 74.51,
  "fmax_ev_per_a": 3.64,
  "symbols": ["Fe", "C", "C", "C", "C", "C", "C", "N", "C", "C", "C", "C", "C", "C", "N", "N", "C", "C", "C", "C", "C", "N", "H", "H", "H", "H", "H", "H", "H", "H", "H", "H", "H", "H", "H", "O", "S", "N", "N", "C", "C", "N", "C", "H", "H", "H", "H", "S", "C", "C", "N", "C", "H", "H", "H", "F", "B", "F", "F", "F"],
  "coordinates": [[1.72208, 0.01199, 0.08426], [1.44649, -5.41831, 1.71865], [2.27039, -4.69129, 0.84820], [2.29328, -3.31755, 0.98543], [1.32608, -2.56425, 1.71591], [0.37772, -3.35498, 2.39084], [0.51561, -4.70297, 2.49326], [1.23066, -1.12957, 1.68095], [0.53859, -0.52972, 2.76768], [0.92238, -0.68712, 4.10494], [0.40148, 0.11654, 5.06601], [-0.67884, 0.96724, 4.86993], [-1.18126, 1.09779, 3.57397], [-0.55050, 0.34700, 2.56349], [-1.04622, 0.33073, 1.23637], [-2.23246, 0.71157, 1.21193], [-2.77830, 0.67037, -0.09485], [-3.40558, 1.77212, -0.57742], [-3.79683, 1.81124, -1.90282], [-3.60578, 0.67242, -2.63118], [-2.83918, -0.35356, -2.12099], [-2.38499, -0.29190, -0.91605], [1.48400, -6.45156, 1.78898], [2.96379, -5.18807, 0.19623], [3.14200, -2.78592, 0.46261], [-0.51976, -2.89274, 2.79831], [-0.25549, -5.07782, 3.18658], [1.71779, -1.32811, 4.38707], [0.85754, 0.17992, 6.03678], [-0.96445, 1.64486, 5.65602], [-1.95731, 1.84469, 3.28494], [-3.55012, 2.73643, 0.04578], [-4.25737, 2.66643, -2.29749], [-3.93743, 0.60661, -3.63802], [-2.54152, -1.14587, -2.80882], [5.78321, -0.69138, 0.71230], [5.15199, 0.15983, -0.29296], [3.71283, 0.23279, -0.33716], [-0.04778, 3.58747, -0.93278], [0.45468, 3.24541, -2.15020], [1.08363, 2.08940, -1.99139], [0.96405, 1.67900, -0.61722], [0.27224, 2.62333, -0.03636], [-0.87073, 4.20172, -0.94096], [0.23811, 3.85429, -3.03130], [1.67294, 1.52716, -2.65316], [0.02172, 2.55926, 0.99952], [0.56399, -3.13196, -3.14786], [2.24705, -2.89319, -3.29963], [2.68284, -1.89928, -2.47678], [1.69055, -1.27939, -1.73265], [0.52568, -1.83136, -1.97657], [2.90478, -3.41822, -4.04295], [3.67928, -1.54795, -2.43201], [-0.39227, -1.41759, -1.52674], [-1.36883, 5.58053, -3.76172], [-2.61036, 5.24683, -3.29350], [-3.47566, 6.28958, -3.50479], [-2.52929, 4.94877, -1.85942], [-3.08118, 4.00830, -3.84118]],
  "nbo_charge": [1.50, -0.27, -0.19, -0.27, 0.18, -0.28, -0.21, -0.83, 0.19, -0.24, -0.19, -0.26, -0.20, 0.04, -0.15, -0.20, 0.28, -0.23, -0.14, -0.24, 0.04, -0.45, 0.20, 0.21, 0.22, 0.21, 0.21, 0.22, 0.20, 0.21, 0.23, 0.23, 0.25, 0.21, 0.18, -0.97, 1.36, -1.24, -0.52, -0.05, -0.10, -0.63, 0.23, 0.47, 0.26, 0.22, 0.22, 0.43, -0.46, -0.04, -0.53, -0.11, 0.25, 0.23, 0.27, -0.57, 1.35, -0.56, -0.61, -0.59]
}